1.
The following is a DFT calculation (wB97M-V/def2-TZVPD) of a 2-piece molecular cluster, C25H38BBr2FN7O8PS overall.

Geometry (Å):
1 C -2.721 -4.310 1.301
2 C -1.533 -4.248 1.422
3 C -0.099 -4.070 1.615
4 C 0.710 -3.342 0.515
5 C 0.949 -1.817 0.442
6 C -0.122 -0.701 0.149
7 P -1.642 -1.460 -0.625
8 C -2.903 -0.322 -1.321
9 C -4.275 -1.070 -1.316
10 C -1.306 -2.707 -1.949
11 C -1.964 -2.474 -3.327
12 C -0.386 -0.014 1.523
13 C -0.599 -1.080 2.648
14 C -1.007 -0.486 3.976
15 O -0.350 0.258 4.628
16 Br -2.703 -1.079 4.785
17 C -1.675 0.828 1.626
18 C -1.639 2.222 1.676
19 C -2.775 2.999 1.804
20 C -4.027 2.405 1.876
21 C -4.093 1.020 1.851
22 C -2.941 0.258 1.739
23 N 0.788 0.763 1.997
24 C 1.606 1.401 1.136
25 N 2.257 2.443 1.647
26 S 3.300 3.522 0.818
27 O 2.058 2.741 2.988
28 B 3.001 2.102 3.835
29 O 4.341 2.289 3.694
30 O 2.495 1.340 4.872
31 N 1.797 1.011 -0.157
32 C 3.151 0.505 -0.455
33 C 3.966 1.217 -1.591
34 N 5.282 1.647 -1.031
35 N 3.257 2.327 -2.194
36 N 4.261 0.218 -2.631
37 C 0.592 0.363 -0.759
38 Br 1.077 -0.420 -2.481
39 C -0.374 1.508 -1.211
40 C 0.223 2.888 -1.232
41 O 0.361 3.614 -0.299
42 F 0.482 3.357 -2.446
43 H -3.744 -4.574 1.409
44 H 0.280 -5.097 1.607
45 H 0.111 -3.736 2.629
46 H 0.483 -3.823 -0.431
47 H 1.722 -3.725 0.693
48 H 1.647 -1.767 -0.394
49 H 1.594 -1.549 1.280
50 H -2.742 -0.011 -2.356
51 H -3.060 0.607 -0.781
52 H -4.192 -1.971 -0.708
53 H -4.589 -1.305 -2.326
54 H -5.029 -0.421 -0.872
55 H -0.247 -2.875 -2.126
56 H -1.674 -3.660 -1.566
57 H -1.519 -3.183 -4.022
58 H -3.020 -2.730 -3.265
59 H -1.818 -1.485 -3.752
60 H 0.324 -1.603 2.881
61 H -1.376 -1.764 2.317
62 H -0.687 2.735 1.622
63 H -2.724 4.078 1.849
64 H -4.950 2.962 1.950
65 H -5.041 0.503 1.905
66 H -3.052 -0.816 1.721
67 H 0.438 1.364 2.744
68 H 4.338 3.574 1.680
69 H 4.844 1.470 3.746
70 H 2.384 0.435 4.551
71 H 3.754 0.682 0.434
72 H 3.259 -0.555 -0.668
73 H 5.989 1.381 -1.705
74 H 5.315 2.661 -1.027
75 H 2.752 1.963 -3.000
76 H 3.900 3.001 -2.595
77 H 4.627 0.670 -3.458
78 H 4.902 -0.483 -2.279
79 H -1.267 1.597 -0.601
80 H -0.763 1.346 -2.211
81 N -1.998 0.117 -6.113
82 O -1.110 -0.678 -5.720
83 O -3.109 0.125 -5.534
84 O -1.771 0.895 -7.050

Properties
HOMO-LUMO gap ... 0.1993 Eh
LUMO energy ... -0.0383 Eh

2.
The following is a DFT calculation (wB97M-V/def2-TZVPD) of C25H33FeN4O9P2S as an isolated structure.

Geometry (Å):
1 Fe -0.037 -1.666 -0.225
2 C 0.438 5.237 1.000
3 C 1.359 5.087 -0.178
4 C 2.110 6.157 -0.647
5 C 2.962 6.019 -1.732
6 C 3.068 4.794 -2.369
7 C 2.323 3.715 -1.923
8 C 1.469 3.855 -0.831
9 N 0.654 2.789 -0.390
10 C 0.879 1.444 -0.570
11 N 2.166 1.066 -0.487
12 C 2.670 -0.211 -0.712
13 C 1.879 -1.234 -1.208
14 C 2.424 -2.467 -1.514
15 C 3.777 -2.690 -1.295
16 C 4.559 -1.679 -0.758
17 C 4.031 -0.433 -0.456
18 C 4.878 0.639 0.174
19 N -0.081 0.608 -0.776
20 C -1.393 1.104 -0.961
21 C -1.848 1.343 -2.254
22 C -3.117 1.853 -2.469
23 C -3.943 2.123 -1.390
24 C -3.496 1.872 -0.101
25 C -2.225 1.365 0.138
26 C -1.744 1.081 1.534
27 H 0.574 6.207 1.474
28 H 0.629 4.457 1.739
29 H -0.608 5.158 0.692
30 H 2.024 7.115 -0.150
31 H 3.535 6.868 -2.079
32 H 3.718 4.679 -3.226
33 H 2.375 2.765 -2.438
34 H -0.314 3.024 -0.219
35 H 2.815 1.757 -0.150
36 H 1.806 -3.250 -1.935
37 H 4.219 -3.646 -1.541
38 H 5.609 -1.857 -0.566
39 H 5.882 0.261 0.353
40 H 4.457 0.933 1.139
41 H 4.963 1.526 -0.460
42 H -1.191 1.121 -3.085
43 H -3.460 2.037 -3.478
44 H -4.937 2.520 -1.549
45 H -4.150 2.069 0.740
46 H -2.582 1.077 2.228
47 H -1.015 1.823 1.871
48 H -1.257 0.108 1.565
49 N -3.307 -4.882 1.246
50 C -2.850 -4.172 -0.003
51 C -3.464 -4.764 -1.253
52 P -3.164 -2.378 0.392
53 O -4.624 -2.077 -0.236
54 O -3.296 -2.387 1.881
55 O -2.191 -1.474 -0.314
56 P -1.008 -4.446 0.030
57 O -0.746 -3.553 1.340
58 O -0.840 -5.891 0.305
59 O -0.343 -3.729 -1.119
60 H -4.240 -5.277 1.163
61 H -3.319 -4.056 1.941
62 H -2.603 -5.601 1.470
63 H -4.553 -4.688 -1.238
64 H -3.162 -5.808 -1.356
65 H -3.082 -4.224 -2.120
66 H -4.538 -1.650 -1.099
67 H 0.142 -3.704 1.810
68 C -0.184 -1.638 3.897
69 S 1.247 -1.811 2.839
70 O 1.469 -3.246 2.644
71 O 2.348 -1.107 3.432
72 O 0.818 -1.153 1.561
73 H -0.038 -2.243 4.786
74 H -1.047 -1.977 3.327
75 H -0.277 -0.586 4.150

Properties
HOMO-LUMO gap (spin up / spin down) ... 0.2679 / 0.2652 Eh
<S²> ... 0.789
LUMO energy (spin up / spin down) ... -0.0419 / -0.0438 Eh
Multiplicity ... 2

3.
The following is a DFT calculation (wB97M-V/def2-TZVPD) of a 2-piece molecular cluster, C11H9N3O overall.

Geometry (Å):
1 C 2.078 -0.916 0.130
2 C 1.384 -1.772 -0.640
3 C 1.623 0.404 0.415
4 C 0.162 -1.334 -1.293
5 C -0.399 3.290 0.423
6 C 0.516 0.840 -0.222
7 C -0.231 -0.046 -1.135
8 C -0.266 2.007 -0.073
9 C -2.019 -1.534 0.263
10 C -1.434 0.628 -1.501
11 C -2.837 -0.454 0.348
12 N -1.542 3.851 -0.028
13 N -2.167 2.971 -0.755
14 N -1.377 1.863 -0.810
15 O -0.840 -1.758 0.541
16 H 2.849 -1.209 0.745
17 H 1.475 -2.875 -0.467
18 H 2.308 1.054 0.883
19 H -0.366 -2.053 -2.049
20 H 0.360 3.791 1.061
21 H -2.407 -2.531 -0.196
22 H -1.991 0.630 -2.381
23 H -2.691 0.468 0.785
24 H -3.887 -0.608 0.140

Properties
HOMO-LUMO gap (spin up / spin down) ... 0.2517 / 0.2517 Eh
LUMO energy (spin up / spin down) ... -0.0614 / -0.0614 Eh
Relative energy (zero: lowest compared OMol25 entry of this formula, charge and spin) ... 163.4 kcal per mole